Record 1
The following is a DFT calculation (wB97M-V/def2-TZVPD) of a molecular structure, C4H4O.

XYZ file:
```
9
Properties=species:S:1:pos:R:3:mulliken_charge:R:1
C 0.27280 0.64528 1.21817 0.237
C -0.39341 -1.16095 0.63322 0.538
C 0.42215 1.41480 0.17987 -0.533
C -0.35417 -1.27255 -0.65926 -0.760
O -0.14831 -0.63955 1.81596 -0.166
H 0.70689 2.48634 0.32854 0.227
H 0.41446 0.99938 -0.84768 0.046
H -0.87788 -1.97795 -1.24055 0.257
H -0.04253 -0.49480 -1.42828 0.154
```

HOMO energy (alpha / beta)   -8.501 / -8.849 eV
Energy above the lowest of the compared OMol25 structures with the same formula, charge and spin   631.2 kJ/mol
E_tot   -229.787542 Eh
Lowest unoccupied orbital energy (alpha / beta)   -0.1 / 0.1 eV
Kohn-Sham gap (alpha / beta)   8.4 / 8.9 eV
Max |F|   3.11 eV/Å

***

Record 2
The following is a DFT calculation (wB97M-V/def2-TZVPD) of a single C4H5N molecule.

XYZ file:
```
10
Properties=species:S:1:pos:R:3:mulliken_charge:R:1
C -0.34726 -0.71030 -0.84276 -0.231
C -0.71211 -0.80637 0.50556 -0.317
C -0.08740 0.21936 1.19820 -0.665
N 0.62401 0.95770 0.32791 -0.011
C 0.58210 0.32625 -0.93307 -0.346
H -0.57293 -1.46650 -1.68927 0.284
H -1.38065 -1.55215 0.69978 0.446
H -0.08722 0.32276 2.22636 0.410
H 0.95280 1.84678 0.39067 0.178
H 1.02866 0.86246 -1.88339 0.252
```

HOMO energy   -8.218 eV
Energy above the lowest of the compared OMol25 structures with the same formula, charge and spin   84.1 kJ/mol
E_tot   -210.131713 Eh
Lowest unoccupied orbital energy   1.1 eV
Kohn-Sham gap   9.3 eV
Max |F|   4.42 eV/Å

***

Record 3
The following is a DFT calculation (wB97M-V/def2-TZVPD) of a molecular structure, C24H29ClN2P2Re.

XYZ file:
```
59
Properties=species:S:1:pos:R:3:mulliken_charge:R:1
C -1.09178 3.52309 -2.42128 -0.304
C -0.85193 2.17709 -2.17109 0.298
C 0.41894 1.62481 -2.52203 -0.019
C 1.49229 2.48486 -2.95351 0.745
C 1.20000 3.85952 -3.15505 -0.863
C -0.06797 4.35258 -2.91254 -0.729
C 2.75877 1.91051 -3.08082 -0.632
C 2.98497 0.55596 -2.82754 0.738
C 1.85035 -0.23701 -2.42189 -0.108
C 2.02630 -1.59291 -2.00662 0.221
C 3.28747 -2.16676 -2.09691 -0.234
C 4.38814 -1.41499 -2.54585 -0.807
C 4.25245 -0.08353 -2.89186 -0.862
H -2.07904 3.93823 -2.20224 0.459
H 2.00761 4.50573 -3.50375 0.479
H -0.28553 5.41023 -3.07803 0.411
H 3.59491 2.54018 -3.37470 0.503
H 3.41290 -3.21075 -1.80062 0.497
H 5.36448 -1.90303 -2.60538 0.407
H 5.10909 0.51071 -3.21865 0.476
N 0.62680 0.31120 -2.32552 -0.110
Re 0.14892 0.03120 1.34032 0.845
C -1.84794 1.25889 -1.51880 -1.329
H -1.78380 0.24995 -1.94899 0.447
H -2.86743 1.65288 -1.63002 0.869
C 0.82525 -2.31239 -1.46106 -1.346
H -0.07560 -1.99601 -2.00279 0.492
H 0.96190 -3.40008 -1.54027 0.828
P -1.54396 0.99043 0.33508 0.283
P 0.43315 -1.90824 0.33544 0.658
C 1.80868 -2.91092 1.04491 -1.319
H 1.76509 -2.93515 2.13783 0.457
H 1.77614 -3.93811 0.66025 0.398
H 2.75237 -2.43789 0.75060 0.372
C -1.00983 -3.06097 0.45947 -1.241
H -0.70124 -4.05442 0.11040 0.471
H -1.35735 -3.12913 1.49843 0.407
H -1.82768 -2.68808 -0.16906 0.349
C -2.01025 2.71903 0.82316 -1.422
H -2.95636 3.00489 0.34672 0.429
H -2.11777 2.77099 1.91217 0.373
H -1.21389 3.40111 0.50679 0.381
C -3.19102 0.20804 0.69618 -1.194
H -3.33049 0.13232 1.78340 0.307
H -3.97019 0.85390 0.27037 0.508
H -3.23645 -0.78978 0.24215 0.319
H 1.26225 0.70124 0.35996 0.028
H 0.44083 1.61888 1.82112 -0.021
Cl -3.43995 1.02858 5.45765 -0.144
C -2.29101 -0.08811 4.87452 0.220
C -2.24067 -1.39513 5.34888 -0.279
C -1.37184 -2.28958 4.73804 -0.793
C -0.58407 -1.86683 3.66924 -0.016
N -0.69334 -0.61262 3.18235 -0.137
C -1.44388 0.31646 3.83428 -0.561
H -2.89056 -1.69426 6.15646 0.478
H -1.29157 -3.32688 5.04564 0.444
H 0.13071 -2.54356 3.18123 0.360
H -1.41635 1.34364 3.46382 0.511
```

HOMO energy (alpha / beta)   -13.838 / -13.878 eV
Multiplicity   4
Energy above the lowest of the compared OMol25 structures with the same formula, charge and spin   88.3 kJ/mol
E_tot   -2262.001985 Eh
Lowest unoccupied orbital energy (alpha / beta)   -6.9 / -9.3 eV
Kohn-Sham gap (alpha / beta)   6.9 / 4.6 eV
Max |F|   4.87 eV/Å
Net charge   +2

***

Record 4
The following is a DFT calculation (wB97M-V/def2-TZVPD) of 21 unconnected molecules or ions with the total composition H41O21.

XYZ file:
```
62
Properties=species:S:1:pos:R:3:mulliken_charge:R:1
O 0.13050 1.62551 1.81483 -0.422
H 0.67456 1.49057 1.03696 0.097
H 0.81333 1.74293 2.49167 0.333
O 0.40822 -3.77249 2.16530 -0.579
H -3.14932 -1.71254 2.30670 0.356
H 2.39070 1.81821 -2.56787 0.520
O -0.31351 -0.00133 -3.49319 -0.674
H -0.40530 -3.59715 -0.16275 0.247
H -1.23615 0.28747 -3.54257 0.228
O -1.15333 -3.62540 0.42025 -0.686
H 4.33126 -0.57648 -0.81259 0.293
H 0.93749 0.04411 -0.23623 -0.125
O -0.18018 0.02578 -0.98187 0.024
H -0.31739 -0.93383 -1.00830 -0.079
H 4.06797 2.58168 -0.42509 0.281
O 3.24984 0.75337 2.46573 -0.683
H -0.35920 4.00438 3.30147 0.320
H 2.86635 -0.12741 2.47491 0.383
O 0.20311 4.73340 3.04112 -0.642
H -0.17843 0.24222 -2.50303 0.297
H -0.17050 -2.99300 2.13958 0.308
O -2.70707 0.57724 3.79323 -0.704
H -1.42979 -2.76992 0.76164 0.175
H 2.97624 1.12740 1.61873 0.240
O -0.43249 -0.85213 1.66286 -0.552
H -3.44705 0.17009 3.32343 0.374
H 3.53828 -0.29992 0.46536 0.275
O 3.59831 1.80492 -0.10148 -0.676
H 0.47451 4.35750 2.18420 0.332
H 1.04900 2.00402 -2.22204 0.270
O -4.08995 3.46059 -0.06067 -0.635
H -3.19857 -0.98016 -3.83278 0.322
H -3.17718 3.64220 -0.29694 0.305
O 1.93817 -2.45312 -1.70875 -0.626
H 2.30736 -3.14187 -2.25993 0.278
H 2.55614 -2.19914 -1.00977 0.380
O 3.72939 -0.99182 -0.18371 -0.730
H 0.40935 -0.75801 1.11089 0.475
H -0.98446 -0.34296 1.07834 0.266
O -2.14694 1.20387 -1.69150 -0.538
H -1.37224 1.29374 -1.09408 0.188
H -2.38680 2.10001 -1.89648 0.235
O 1.79408 -0.50566 0.35220 -0.591
H 0.90704 -4.47586 -0.65897 0.372
H 2.03242 -0.94360 -0.46999 0.125
O -3.14691 -1.83833 -3.41460 -0.638
H 2.76013 1.79971 -0.61587 0.497
O 1.88594 2.43280 -1.96593 -0.816
H -0.21798 -4.33121 2.64126 0.293
H -2.53988 -1.66015 -2.68413 0.315
O 2.58147 0.25299 -3.58014 -0.746
H -2.99522 3.37959 1.74726 0.193
H 2.42724 -0.27340 -2.79744 0.392
O -2.10499 3.16761 2.07032 -0.508
H -0.20377 -3.95421 -1.50855 0.408
H -2.39563 2.34301 2.49376 0.361
O 0.39400 -4.70403 -1.44423 -0.652
H -1.95749 0.05723 3.46524 0.314
H 1.87237 0.12212 -4.22564 0.308
O -3.63961 -1.25494 1.60997 -0.648
H -3.05649 -1.32923 0.85027 0.270
H -4.21097 2.75302 0.56965 0.304
```

HOMO energy   -6.866 eV
Energy above the lowest of the compared OMol25 structures with the same formula, charge and spin   509.0 kJ/mol
E_tot   -1604.589249 Eh
Lowest unoccupied orbital energy   2.2 eV
Kohn-Sham gap   9.1 eV
Max |F|   5.00 eV/Å
Net charge   -1